Arrangement w

{
  "formula": "C3H4FNO",
  "method": "ωB97M-V/def2-TZVPD",
  "smiles": "FC1=CCNO1",
  "homo_lumo_gap_ev": 9.8671,
  "homo_ev": -8.91,
  "species": ["C", "C", "C", "N", "O", "F", "H", "H", "H", "H"],
  "positions_angstrom": [[-0.8965, 0.8487, 0.0712], [-2.0267, 0.1662, 0.0149], [0.1779, -0.1841, 0.2517], [-0.4196, -1.4628, -0.0997], [-1.8093, -1.2938, 0.1333], [-3.2992, 0.4604, -0.0643], [-0.9316, 1.9337, 0.4283], [1.2009, 0.1589, -0.2759], [0.3043, -0.2384, 1.3068], [-0.2641, -1.7322, -1.0872]],
  "nbo_charge": [-0.419, 0.654, -0.261, -0.309, -0.383, -0.281, 0.248, 0.218, 0.193, 0.341]
}

---

Arrangement x

{
  "formula": "C3H4FNO",
  "method": "ωB97M-V/def2-TZVPD",
  "smiles": "C=C=N.O=CF",
  "homo_lumo_gap_ev": 9.9024,
  "homo_ev": -9.00,
  "species": ["C", "C", "C", "N", "O", "F", "H", "H", "H", "H"],
  "positions_angstrom": [[-1.1098, 0.3426, 0.2857], [-0.6821, -0.8826, 0.2952], [1.4010, -0.0220, -0.4737], [-1.6733, 1.3843, 0.2419], [1.2717, 1.1481, -0.4952], [1.8493, -0.7105, 0.5989], [-1.1162, -1.6661, -0.4163], [-0.1230, -1.1831, 1.1705], [1.4971, -0.6930, -1.3119], [-1.3147, 2.2824, 0.1049]],
  "nbo_charge": [0.515, -0.763, 0.735, -0.616, -0.575, -0.366, 0.270, 0.269, 0.121, 0.409]
}

---

Arrangement y

{
  "formula": "C3H4FNO",
  "method": "ωB97M-V/def2-TZVPD",
  "smiles": "C=C(F)C(N)=O",
  "homo_lumo_gap_ev": 10.6856,
  "homo_ev": -10.27,
  "species": ["C", "C", "C", "H", "H", "H", "H", "N", "O", "F"],
  "positions_angstrom": [[0.9383, 0.3578, -0.0556], [-0.4127, 0.5775, -0.5800], [-1.5208, -0.1881, -0.5012], [0.2251, -1.0891, 1.3394], [1.9934, -0.7038, 1.3715], [-1.3512, -1.2215, -0.1028], [-2.4874, 0.1029, -0.8961], [1.1062, -0.6521, 0.8953], [1.8763, 1.0551, -0.3227], [-0.3671, 1.7615, -1.1476]],
  "nbo_charge": [0.584, 0.314, -0.461, 0.394, 0.412, 0.213, 0.233, -0.839, -0.553, -0.296]
}

---

Arrangement z

{
  "formula": "C3H4FNO",
  "method": "ωB97M-V/def2-TZVPD",
  "smiles": "C/C(C=O)=N\\F",
  "homo_lumo_gap_ev": 10.2250,
  "homo_ev": -10.62,
  "species": ["C", "C", "C", "N", "O", "F", "H", "H", "H", "H"],
  "positions_angstrom": [[0.4845, 0.9673, -1.0720], [0.2056, 0.1877, 0.1506], [-0.9138, -0.7622, 0.2043], [1.0561, 0.5349, 1.0276], [0.1405, 0.7396, -2.2124], [1.3049, -0.3980, 2.0860], [1.1068, 1.8827, -0.8011], [-0.8484, -1.2932, -0.6815], [-1.8835, -0.4114, 0.3457], [-0.6527, -1.4474, 0.9527]],
  "nbo_charge": [0.397, 0.124, -0.680, 0.040, -0.489, -0.258, 0.131, 0.244, 0.250, 0.240]
}

---

Most stable structure, least stable structure: arrangement y, arrangement w.

---

Arrangement w

{
  "formula": "CH6N5",
  "method": "ωB97M-V/def2-TZVPD",
  "total_charge": 1,
  "homo_lumo_gap_ev": 10.7384,
  "homo_ev": -15.38,
  "species": ["C", "N", "N", "N", "N", "N", "H", "H", "H", "H", "H", "H"],
  "positions_angstrom": [[1.7454, -0.2518, -0.0151], [-2.5560, -0.2806, 0.1204], [-1.3424, -0.1244, 0.0305], [2.1158, 0.9032, 0.0564], [-0.6879, 0.9898, -0.2038], [1.1966, -1.3289, -0.0582], [-3.0174, -1.1401, 0.3047], [-0.5673, -0.9761, -0.0866], [2.6422, 1.4038, 0.7199], [-1.2161, 1.8707, -0.3067], [1.2928, -2.1993, -0.5321], [0.3942, 1.1338, -0.0293]],
  "nbo_charge": [0.719, -0.312, 0.047, -0.722, -0.579, -0.773, 0.401, 0.431, 0.453, 0.425, 0.462, 0.447]
}

---

Arrangement x

{
  "formula": "CH6N5",
  "method": "ωB97M-V/def2-TZVPD",
  "total_charge": 1,
  "homo_lumo_gap_ev": 9.3264,
  "homo_ev": -13.12,
  "species": ["C", "N", "N", "N", "N", "N", "H", "H", "H", "H", "H", "H"],
  "positions_angstrom": [[1.1713, 0.8403, -0.1464], [1.4452, -1.4902, -0.1782], [-0.9197, -0.4458, -0.0170], [1.6535, -0.2528, -0.0001], [1.3095, 2.1077, 0.0371], [-1.9713, -0.9876, -0.0097], [2.2046, -2.2148, -0.1141], [1.5727, 2.6513, -0.7585], [0.8540, 2.6035, 0.7450], [-2.0209, -2.0400, 0.0073], [-2.9682, -0.4955, 0.0863], [0.4040, -1.7094, -0.0946]],
  "nbo_charge": [0.602, -0.587, -0.281, -0.080, -0.718, -0.315, 0.430, 0.429, 0.429, 0.339, 0.348, 0.403]
}

---

Most stable structure, least stable structure: arrangement w, arrangement x.